Entry 1:
ORCA calculation (ωB97M-V with the def2-TZVPD basis set) on C28H78INO32P8 as an isolated structure at a distorted geometry.

Element x y z (Å)
I (-0.06437, -1.90396, -0.34034)
P (0.62982, 9.10088, 4.32665)
P (5.72951, -6.04730, 9.54599)
P (3.95214, -1.44286, -8.10179)
P (1.36948, 3.54652, -7.55655)
P (-1.22528, 3.23917, 1.41754)
P (3.05845, -2.24064, 5.36585)
P (-1.23361, -3.46214, -3.01905)
P (-9.70573, -3.66282, 0.48722)
O (-0.97206, 2.72238, -0.20143)
O (2.31031, -1.01634, 4.84173)
O (2.42779, -2.70927, 6.80348)
O (7.30486, -6.72041, 9.69049)
O (4.21732, -1.23593, 6.14103)
O (-0.89857, -4.46395, -1.87044)
O (-9.58905, -3.40718, 2.09948)
O (1.42785, 4.79473, -8.73755)
O (5.11798, -1.05811, -9.30402)
O (5.53818, -5.97673, 11.16880)
O (4.59252, -0.38282, -7.03307)
O (-10.03901, -5.12561, 0.20254)
O (0.98155, 10.33710, 5.46821)
O (1.49336, 2.29374, -6.39196)
O (-0.22959, -0.82485, -3.21250)
O (-0.58322, 9.85088, 3.78140)
O (-1.39271, 3.84802, 3.01581)
O (-8.01542, -3.95154, 0.47087)
O (2.82495, -1.90465, -6.89282)
O (-0.07723, 3.19552, -7.89615)
O (6.26813, -4.72072, 9.01415)
O (2.84695, -0.76896, -8.91097)
O (0.16897, 8.05668, 5.49785)
O (-2.64661, 2.68010, 1.43054)
O (-0.15661, 2.09546, 1.88882)
O (-5.34142, -4.40583, -4.79396)
O (-11.36144, -3.19836, 0.46375)
O (1.94250, -3.30058, 4.60612)
O (-6.23998, -3.08763, -3.13828)
O (4.09589, -5.54542, 9.39246)
O (0.45199, 7.81841, 3.19943)
O (1.42151, 4.62106, -6.32288)
N (-3.39268, -1.89900, -1.40832)
C (-0.00790, 1.70415, 3.24609)
C (-5.46467, -3.15539, -4.11580)
C (-0.96894, -1.70442, -2.35415)
C (-1.43140, 3.64488, -1.18382)
C (1.85565, 1.02607, -6.93967)
C (5.09154, -1.91206, -10.44438)
C (2.25195, -3.59011, 3.24633)
C (-2.13221, 5.06220, 3.10836)
C (1.08020, 8.06292, 1.94510)
C (1.10896, 5.99278, -6.49613)
C (1.12610, -1.25826, -3.44204)
C (2.68093, -2.00353, 8.00822)
C (-7.43032, -3.90534, -0.83018)
C (-0.18006, 8.48438, 6.80424)
C (-3.04400, -0.30293, -3.38931)
C (2.15958, -3.13160, -7.16927)
C (-10.72656, -3.33200, 2.94143)
C (-4.63173, -1.91407, -4.65984)
C (6.63320, -6.04048, 12.06730)
C (-4.58592, -0.64360, -3.68243)
C (-2.42595, -1.00694, -2.08682)
C (5.48014, 0.65168, -7.42554)
C (-11.91477, -3.06450, -0.84085)
C (5.20476, -0.69609, 5.26910)
C (7.86713, -7.16964, 8.46191)
C (3.54319, -5.75701, 8.09665)
C (1.60476, 4.33184, -10.07246)
C (1.63834, 11.47519, 4.91907)
H (1.48850, -3.35993, -6.34034)
H (4.09139, -5.17790, 7.35089)
H (-11.32120, -2.36227, -1.43043)
H (5.59348, 1.33860, -6.58262)
H (1.54052, -0.57638, -4.27375)
H (-2.51052, 3.78868, -1.09650)
H (1.57847, -3.05083, -8.09009)
H (-1.20173, 3.24356, -2.17183)
H (7.42820, -5.35192, 11.78397)
H (2.50143, 3.71178, -10.13934)
H (-11.40892, -4.16423, 2.77308)
H (0.17025, 6.12820, -7.03180)
H (-4.99636, 0.24496, -4.29284)
H (2.51933, -0.93282, 7.89008)
H (-0.88830, 9.31159, 6.78214)
H (8.04553, -6.32491, 7.79251)
H (5.09613, 1.21158, -8.27787)
H (-3.05779, -2.24646, -0.50385)
H (-7.85836, -4.68130, -1.46729)
H (-0.96914, 1.49111, 3.71198)
H (8.81758, -7.66078, 8.67437)
H (-2.57599, -3.74922, -3.42124)
H (-11.23071, -2.37527, 2.79299)
H (1.83464, -1.13257, -2.56062)
H (7.19739, -7.88682, 7.98230)
H (1.01078, 6.44565, -5.50589)
H (1.50820, -4.28798, 2.86036)
H (2.81849, 1.10679, -7.44035)
H (1.99117, -2.37595, 8.77029)
H (5.92356, -1.64510, -11.09698)
H (-12.93096, -2.67855, -0.74891)
H (2.89434, -3.93373, -7.26324)
H (0.73328, 3.75806, -10.39590)
H (1.72303, 5.19662, -10.72678)
H (0.53053, 2.47912, 3.79441)
H (1.09653, 0.68813, -7.64636)
H (0.72231, 8.75522, 7.35517)
H (-2.19700, -0.15883, -1.33947)
H (1.24146, -2.32222, -3.83089)
H (-11.94705, -4.03426, -1.34291)
H (6.46203, 0.22928, -7.64465)
H (-0.35116, -3.78412, -4.11743)
H (2.15012, 8.22534, 2.09103)
H (-4.39628, -4.41720, -5.08487)
H (-3.76009, -2.64101, -2.01228)
H (1.89895, 12.15195, 5.73375)
H (1.93791, 0.30387, -6.12886)
H (-0.64681, 7.64283, 7.32269)
H (3.58592, -6.81926, 7.84657)
H (3.69681, -2.21204, 8.34909)
H (2.55292, 11.16988, 4.40607)
H (-3.17354, 4.89762, 2.82158)
H (-7.59966, -2.92548, -1.27595)
H (-6.35710, -4.07031, -0.73643)
H (5.70976, -1.50042, 4.72981)
H (-5.11090, -1.60836, -5.66355)
H (0.59905, 0.79512, 3.27310)
H (-2.47364, -0.49364, -4.35872)
H (6.27250, -5.76259, 13.06107)
H (4.15533, -1.78700, -10.99312)
H (3.23922, -4.05252, 3.18143)
H (0.93921, 7.18820, 1.30899)
H (4.74840, -0.00324, 4.55816)
H (-5.24313, -0.72082, -2.76111)
H (5.20347, -2.95368, -10.13614)
H (2.23071, -2.67614, 2.64897)
H (7.00351, -7.06571, 12.12262)
H (-0.91928, 4.60200, -1.06311)
H (2.50125, -5.43623, 8.10408)
H (-2.09969, 5.41192, 4.14084)
H (-2.99612, 0.83757, -3.22521)
H (5.93924, -0.15680, 5.86855)
H (0.63640, 8.93491, 1.46036)
H (-3.56774, -2.26037, -4.94469)
H (0.97897, 11.99646, 4.22129)
H (-10.38340, -3.37023, 3.97873)
H (-1.68543, 5.82136, 2.46294)
H (1.93028, 6.49435, -7.01121)

The HOMO energy comes out at -8.756 eV. The calculation puts the LUMO energy at -3.00 eV. The total energy is -179705.24245 eV. For the HOMO-LUMO gap, the calculation gives 5.76 eV.

Entry 2:
ORCA calculation (ωB97M-V with the def2-TZVPD basis set) on one molecule with the formula C6H9FS at a distorted geometry.

Element x y z (Å)
S (1.71117, 2.15231, -0.27871)
F (2.08768, -0.97287, 1.20347)
C (-1.08807, -0.55869, -0.14449)
C (1.72523, -1.91707, -0.82634)
C (1.32790, -1.06385, 0.11263)
C (0.47396, 1.28562, 0.70988)
C (0.16271, -0.12476, 0.13647)
C (-2.34701, 0.23291, 0.13734)
H (-1.09868, -1.47386, -0.71485)
H (0.94655, 2.58328, -1.29765)
H (-0.39730, 1.86197, 0.89720)
H (-2.32057, 0.69462, 1.17067)
H (1.18782, -1.98931, -1.72842)
H (-2.62300, 1.12012, -0.53056)
H (-3.26045, -0.40412, 0.16002)
H (2.52413, -2.57966, -0.63868)
H (0.98791, 1.15336, 1.63202)

The value obtained for the energy above the lowest of the compared OMol25 structures with the same formula, charge and spin is 33.6 kcal per mole. The HOMO energy comes out at -8.988 eV. The calculation puts the LUMO energy at 0.75 eV. The total energy is -19919.09632 eV. As for the SMILES: C=C(F)/C(=C/C)CS. For the HOMO-LUMO gap, the calculation gives 9.74 eV.

Please write out number 2 again, unchanged.
ORCA calculation (ωB97M-V with the def2-TZVPD basis set) on one molecule with the formula C6H9FS at a distorted geometry.

Element x y z (Å)
S (1.71117, 2.15231, -0.27871)
F (2.08768, -0.97287, 1.20347)
C (-1.08807, -0.55869, -0.14449)
C (1.72523, -1.91707, -0.82634)
C (1.32790, -1.06385, 0.11263)
C (0.47396, 1.28562, 0.70988)
C (0.16271, -0.12476, 0.13647)
C (-2.34701, 0.23291, 0.13734)
H (-1.09868, -1.47386, -0.71485)
H (0.94655, 2.58328, -1.29765)
H (-0.39730, 1.86197, 0.89720)
H (-2.32057, 0.69462, 1.17067)
H (1.18782, -1.98931, -1.72842)
H (-2.62300, 1.12012, -0.53056)
H (-3.26045, -0.40412, 0.16002)
H (2.52413, -2.57966, -0.63868)
H (0.98791, 1.15336, 1.63202)

The value obtained for the energy above the lowest of the compared OMol25 structures with the same formula, charge and spin is 33.6 kcal per mole. The HOMO energy comes out at -8.988 eV. The calculation puts the LUMO energy at 0.75 eV. The total energy is -19919.09632 eV. As for the SMILES: C=C(F)/C(=C/C)CS. For the HOMO-LUMO gap, the calculation gives 9.74 eV.